1.
A single C14H11N molecule in a non-equilibrium geometry, computed with ωB97M-V with the def2-TZVPD basis set.

Energy relative to the best compared isomer or geometry (same formula, charge and spin) ... 3.526 eV
SMILES ... Nc1cc2ccccc2c2ccccc12
HOMO-LUMO gap ... 7.574 eV
HOMO energy ... -7.269 eV
F_max ... 0.155 Eh/bohr
Electronic energy ... -16183.13620 eV
Molecular weight ... 193.249 g mol⁻¹

Structure (ORCA input):
```
! RIJCOSX wB97M-V def2-TZVPD def2/J DEFGRID3
* xyz 0 1
N -1.812 -2.692 0.756
C -0.817 -1.740 0.451
C 0.548 -1.984 0.316
C 1.327 -0.891 -0.032
C 2.819 -1.005 0.039
C 3.674 -0.140 -0.670
C 2.983 1.088 -1.219
C 1.689 1.460 -0.838
C 0.874 0.471 -0.367
C -0.542 0.718 -0.123
C -0.955 2.086 -0.349
C -2.313 2.260 0.055
C -3.095 1.248 0.535
C -2.584 0.005 0.747
C -1.331 -0.417 0.359
H -1.517 -3.740 0.804
H -2.925 -2.426 0.679
H 0.953 -3.021 0.588
H 2.961 -2.028 0.709
H 4.810 -0.190 -0.532
H 3.686 1.991 -1.237
H 1.577 2.635 -0.785
H -0.434 2.871 -0.725
H -2.733 3.061 -0.427
H -4.064 1.416 1.011
H -3.293 -0.679 1.211
*
```



2.
A molecular structure, C12H33N2O9S2, computed with ωB97M-V with the def2-TZVPD basis set.

HOMO-LUMO gap ... 8.042 eV
HOMO energy ... -5.645 eV
F_max ... 0.009 Eh/bohr
Electronic energy ... -56055.69417 eV
Molecular weight ... 413.535 g mol⁻¹

Structure (ORCA input):
```
! RIJCOSX wB97M-V def2-TZVPD def2/J DEFGRID3
* xyz -1 1
C 5.947 0.910 0.666
C 5.061 2.012 0.105
N 4.780 1.873 -1.328
S 3.487 0.929 -1.876
O 2.615 1.798 -2.635
O 4.107 -0.136 -2.633
N 2.830 0.499 -0.496
S 1.584 -0.471 -0.411
O 1.720 -1.687 -1.182
O 1.225 -0.604 0.980
C 0.205 0.395 -1.192
O -0.277 1.470 -0.421
O -1.424 1.012 0.310
H 6.782 0.704 -0.009
H 5.394 -0.011 0.840
H 6.376 1.223 1.621
H 5.543 2.985 0.243
H 4.113 2.041 0.637
H 5.569 1.421 -1.778
H -0.564 -0.366 -1.320
H 0.529 0.785 -2.156
H -2.120 1.539 -0.121
C -6.195 -1.800 0.551
C -5.104 -0.753 0.406
C -3.845 -1.051 1.199
O -5.593 0.548 0.751
H -6.511 -1.873 1.596
H -7.066 -1.537 -0.051
H -5.836 -2.781 0.238
H -4.824 -0.660 -0.646
H -4.051 -1.086 2.273
H -3.155 -0.240 0.985
H -3.385 -1.994 0.903
H -5.904 0.528 1.662
C -5.224 1.911 -3.143
C -4.698 2.513 -1.850
C -4.717 4.032 -1.880
O -3.381 2.030 -1.574
H -4.604 2.223 -3.989
H -5.202 0.822 -3.093
H -6.249 2.230 -3.336
H -5.296 2.153 -1.014
H -4.083 4.405 -2.690
H -4.337 4.435 -0.941
H -5.728 4.409 -2.039
H -2.790 2.310 -2.284
C 4.805 -3.915 3.621
C 4.760 -2.776 2.612
C 3.597 -2.915 1.650
O 6.007 -2.687 1.914
H 4.928 -4.870 3.101
H 5.643 -3.791 4.309
H 3.880 -3.961 4.198
H 4.680 -1.827 3.147
H 3.695 -3.845 1.078
H 3.564 -2.092 0.939
H 2.643 -2.931 2.176
H 6.093 -3.486 1.381
*
```



3.
7 unconnected molecules or ions with the total composition C5H23NO6 in a non-equilibrium geometry, computed with ωB97M-V with the def2-TZVPD basis set.

Energy relative to the best compared isomer or geometry (same formula, charge and spin) ... 1.123 eV
SMILES ... C/C=C/CNC.O.O.O.O.O.O
HOMO-LUMO gap ... 9.470 eV
HOMO energy ... -9.125 eV
F_max ... 0.071 Eh/bohr
Electronic energy ... -19332.71767 eV
Molecular weight ... 193.240 g mol⁻¹

Structure (ORCA input):
```
! RIJCOSX wB97M-V def2-TZVPD def2/J DEFGRID3
* xyz 0 1
C 0.143 1.315 -3.237
C -0.021 0.403 -2.078
C 0.785 0.425 -0.995
C 0.590 -0.499 0.165
N 0.687 0.274 1.442
C 0.387 -0.600 2.601
H -0.066 0.830 -4.195
H 1.170 1.754 -3.330
H -0.466 2.162 -3.132
H -0.830 -0.277 -2.134
H 1.603 1.113 -0.909
H 1.382 -1.270 0.161
H -0.433 -1.068 0.078
H 0.061 1.019 1.441
H 0.511 0.071 3.522
H 1.188 -1.440 2.671
H -0.642 -1.044 2.573
O -1.374 2.295 0.807
H -1.862 1.628 0.331
H -2.020 2.870 1.255
O -2.265 -2.107 -0.999
H -1.525 -2.522 -0.541
H -2.215 -2.422 -1.884
O -2.892 0.425 -0.372
H -3.347 0.645 -1.139
H -2.619 -0.521 -0.490
O -0.307 -3.471 0.216
H -0.475 -4.211 0.826
H 0.324 -2.936 0.682
O 1.567 3.165 0.604
H 0.608 3.125 0.442
H 1.730 2.281 0.982
O 3.517 -0.838 1.685
H 2.846 -0.211 1.606
H 4.262 -0.364 1.345
*
```



4.
A gas-phase ion, C8H7O3 (charge -1) in a non-equilibrium geometry, computed with ωB97M-V with the def2-TZVPD basis set.

Energy relative to the best compared isomer or geometry (same formula, charge and spin) ... 3.999 eV
HOMO-LUMO gap (alpha / beta) ... 7.296 / 5.776 eV
HOMO energy (alpha / beta) ... -3.490 / -2.477 eV
F_max ... 0.062 Eh/bohr
Electronic energy ... -14548.21747 eV
Molecular weight ... 151.141 g mol⁻¹

Structure (ORCA input):
```
! RIJCOSX wB97M-V def2-TZVPD def2/J DEFGRID3
* xyz -1 1
C 1.367 -1.207 0.000
C 0.060 -1.279 -0.282
C 2.210 -0.113 -0.299
C 1.758 1.032 -0.845
C -0.993 0.951 0.255
C -0.617 1.179 1.476
C 3.611 -0.227 0.225
C -0.579 -0.003 -0.823
O 3.999 -1.173 0.856
O 4.535 0.689 -0.211
O 2.089 2.211 -0.769
H 1.772 -2.127 0.544
H -0.612 -1.989 0.172
H 0.237 0.697 1.902
H -1.077 1.887 2.101
H 0.208 0.617 -1.380
H -1.378 -0.273 -1.557
H 4.080 1.548 -0.327
*
```



5.
A molecular structure, C21H49N2O7Sr in a non-equilibrium geometry, computed with ωB97M-V with the def2-TZVPD basis set.

HOMO-LUMO gap ... 1.203 eV
HOMO energy ... -8.740 eV
F_max ... 0.089 Eh/bohr
Electronic energy ... -40704.24778 eV
Molecular weight ... 529.250 g mol⁻¹

Structure (ORCA input):
```
! RIJCOSX wB97M-V def2-TZVPD def2/J DEFGRID3
* xyz 1 1
Sr -1.091 -10.088 -2.382
C 2.655 -4.617 -0.552
C 1.744 -5.797 -0.909
O 1.690 -6.760 -0.180
O 1.139 -5.717 -2.006
H 2.081 -3.704 -0.397
H 3.336 -4.381 -1.370
H 3.333 -4.844 0.270
C 8.489 -7.078 -0.552
O 8.374 -7.270 0.892
H 9.019 -6.180 -0.871
H 8.875 -7.971 -1.043
H 7.471 -6.976 -0.928
H 9.063 -7.891 1.140
O 4.472 -9.605 2.827
H 3.670 -9.277 2.419
H 5.175 -9.113 2.404
O -0.731 -4.083 -6.350
H -1.205 -3.391 -5.888
H -0.237 -4.534 -5.665
C -3.771 -0.332 -4.067
C -3.037 0.922 -4.551
C -1.612 0.851 -3.937
C -0.761 2.013 -4.394
C -0.519 1.921 -5.866
C -1.919 1.877 -6.680
N -2.889 0.981 -6.010
O -4.061 0.747 -6.666
C -2.374 3.345 -6.778
C -1.480 1.271 -8.034
C -3.845 2.107 -3.983
H -3.837 -0.302 -2.979
H -3.162 -1.205 -4.301
H -4.827 -0.269 -4.330
H -1.611 0.822 -2.847
H -1.128 -0.078 -4.239
H 0.161 2.051 -3.813
H -1.213 2.977 -4.161
H 0.125 1.063 -6.060
H 0.000 2.868 -6.009
H -3.348 3.293 -7.265
H -2.469 3.795 -5.790
H -1.610 3.852 -7.366
H -1.189 0.222 -8.092
H -2.269 1.430 -8.769
H -0.611 1.794 -8.431
H -4.446 2.716 -4.657
H -3.232 2.849 -3.472
H -4.650 1.789 -3.320
H -4.006 -0.169 -6.948
C -2.286 3.514 7.787
C -1.166 3.537 6.609
C 0.115 4.254 7.285
C 1.475 3.951 6.512
C 1.629 2.429 6.361
C 0.408 1.750 5.621
N -0.878 2.128 6.205
O -1.941 1.489 5.666
C 0.349 2.277 4.139
C 0.629 0.230 5.746
C -1.687 4.333 5.400
H -1.871 3.512 8.794
H -2.886 2.609 7.688
H -2.919 4.401 7.780
H 0.038 5.335 7.169
H 0.038 4.115 8.363
H 2.256 4.543 6.990
H 1.456 4.528 5.588
H 1.718 1.990 7.355
H 2.556 2.135 5.869
H -0.672 2.243 3.759
H 0.710 3.275 3.891
H 0.953 1.608 3.526
H -0.308 -0.301 5.574
H 1.247 -0.079 4.903
H 1.027 0.019 6.738
H -0.869 4.562 4.717
H -2.279 5.190 5.721
H -2.395 3.679 4.890
H -2.180 0.818 6.309
*
```



6.
9 unconnected molecules or ions with the total composition C26H74N4O14 in a non-equilibrium geometry, computed with ωB97M-V with the def2-TZVPD basis set.

Energy relative to the best compared isomer or geometry (same formula, charge and spin) ... 7.105 eV
SMILES ... COC[C@H](C)N.COC[C@H](C)N.COC[C@H](C)N.COC[C@H](C)N.OCCO.OCCO.OCCO.OCCO.OCCO
HOMO-LUMO gap ... 8.587 eV
HOMO energy ... -8.518 eV
F_max ... 0.121 Eh/bohr
Electronic energy ... -62779.85843 eV
Molecular weight ... 666.892 g mol⁻¹

Structure (ORCA input):
```
! RIJCOSX wB97M-V def2-TZVPD def2/J DEFGRID3
* xyz 0 1
C 4.856 -1.479 -3.103
O 5.747 -0.471 -2.699
C 5.742 -0.015 -1.336
C 4.375 0.661 -0.828
C 4.305 2.169 -1.230
N 4.432 0.569 0.619
H 3.854 -1.173 -3.403
H 4.996 -2.403 -2.542
H 5.243 -1.893 -4.034
H 6.047 -0.887 -0.757
H 6.528 0.720 -1.164
H 3.494 0.119 -1.171
H 5.241 2.594 -0.869
H 3.344 2.521 -0.856
H 4.371 2.323 -2.307
H 4.217 -0.372 0.917
H 3.648 1.130 0.922
C 0.417 0.598 4.734
O 1.222 -0.080 5.708
C 2.221 0.739 6.251
C 3.449 0.904 5.358
C 4.143 -0.441 5.248
N 4.321 1.904 6.001
H 1.015 0.916 3.880
H -0.186 1.412 5.136
H -0.320 -0.064 4.279
H 1.769 1.717 6.417
H 2.426 0.413 7.271
H 3.102 1.391 4.447
H 3.350 -1.189 5.253
H 4.763 -0.578 6.133
H 4.746 -0.557 4.347
H 4.601 1.567 6.911
H 3.788 2.706 6.305
C 1.972 -1.142 1.632
O 1.260 -0.198 0.804
C 0.507 -0.759 -0.295
C -0.510 0.237 -0.866
C 0.127 1.455 -1.591
N -1.350 0.740 0.285
H 2.493 -0.572 2.401
H 2.714 -1.636 1.005
H 1.220 -1.859 1.962
H 1.153 -1.103 -1.102
H -0.067 -1.620 0.050
H -1.098 -0.391 -1.535
H 0.406 1.118 -2.589
H 1.011 1.707 -1.006
H -0.525 2.319 -1.458
H -1.360 -0.022 0.947
H -0.898 1.560 0.665
C -1.432 2.416 -6.157
O -1.710 1.209 -5.624
C -2.685 1.400 -4.561
C -3.112 0.013 -4.007
C -3.435 -0.929 -5.102
N -4.234 0.172 -3.165
H -1.174 3.091 -5.341
H -2.403 2.699 -6.565
H -0.664 2.286 -6.919
H -2.326 2.115 -3.821
H -3.520 1.961 -4.981
H -2.299 -0.348 -3.377
H -4.138 -0.527 -5.832
H -3.861 -1.874 -4.765
H -2.523 -1.116 -5.668
H -4.095 0.900 -2.479
H -4.375 -0.698 -2.672
O -3.310 1.745 -1.084
C -3.438 3.076 -0.908
C -4.776 3.632 -1.343
O -4.913 3.544 -2.692
H -2.640 1.327 -0.538
H -3.331 3.371 0.136
H -2.714 3.743 -1.376
H -4.996 4.657 -1.044
H -5.613 3.029 -0.990
H -4.487 2.721 -2.945
O 0.347 3.904 0.594
C 1.271 4.460 1.494
C 1.684 3.344 2.444
O 2.442 2.289 1.913
H 0.167 4.636 -0.001
H 2.102 4.805 0.879
H 0.775 5.252 2.054
H 0.794 2.841 2.819
H 2.335 3.755 3.215
H 1.716 1.856 1.459
O 0.877 -3.545 -4.270
C 0.506 -3.449 -2.865
C -1.083 -3.499 -2.686
O -1.511 -3.519 -1.457
H 1.136 -4.444 -4.481
H 0.960 -4.168 -2.184
H 0.846 -2.467 -2.536
H -1.571 -4.236 -3.324
H -1.485 -2.590 -3.133
H -0.821 -3.836 -0.869
O -3.126 -2.959 0.695
C -4.013 -1.872 0.554
C -5.230 -2.222 -0.348
O -5.028 -2.561 -1.706
H -2.742 -3.219 -0.145
H -4.373 -1.487 1.508
H -3.547 -1.084 -0.038
H -5.601 -1.226 -0.588
H -5.932 -2.895 0.145
H -4.569 -3.402 -1.763
O -2.029 -2.351 3.087
C -0.911 -3.081 3.526
C -1.391 -4.394 3.947
O -0.262 -5.178 4.463
H -2.385 -2.786 2.308
H -0.278 -3.214 2.649
H -0.241 -2.512 4.171
H -1.848 -4.926 3.114
H -2.091 -4.225 4.765
H -0.006 -4.719 5.266
*
```



Question: The highest electronic energy belongs to which entry?
Answer: C8H7O3



Question: What is the electronic energy in the fifth record?
Answer: -40704.24778 eV



Question: electronic energy of number 5 (C21H49N2O7Sr)?
Answer: -40704.24778 eV